{"formula": "C4H6N2O", "method": "the ωB97M-V functional and the def2-TZVPD basis", "symbols": ["N", "C", "C", "C", "C", "O", "N", "H", "H", "H", "H", "H", "H"], "coordinates": [[1.86303, -0.22491, -1.51542], [0.95733, -0.19004, -0.42654], [0.99936, -0.63358, 0.84503], [-0.40629, -0.32425, 1.32649], [-1.14493, 0.34738, 0.23017], [-2.38144, 0.84318, 0.17030], [-0.34201, 0.40519, -0.78695], [2.44644, -1.04421, -1.40607], [2.50224, 0.56330, -1.49743], [-0.76606, -1.34341, 1.47033], [-0.49929, 0.15738, 2.29118], [-2.81353, 0.70982, 1.02614], [-0.59084, 0.77553, -1.69696]], "forces_ev_per_angstrom": [[0.20, -0.04, -0.09], [0.19, -0.10, 0.39], [0.09, 0.76, -0.69], [0.16, -0.63, 0.33], [0.39, 0.06, -0.56], [0.18, -0.13, 0.25], [-0.42, 0.01, 0.26], [-0.07, -0.09, -0.07], [-0.10, 0.06, 0.03], [-0.69, -0.13, -0.01], [-0.01, 0.27, 0.22], [0.04, 0.03, -0.15], [0.04, -0.06, 0.08]], "largest_force_ev_per_a": 1.0, "orbital_gap_ev": 7.555, "total_charge": 0}

{"formula": "C20H30N10", "method": "the ωB97M-V functional and the def2-TZVPD basis", "symbols": ["C", "C", "N", "H", "H", "H", "C", "C", "N", "H", "H", "H", "C", "C", "N", "H", "H", "H", "C", "C", "N", "H", "H", "H", "C", "C", "N", "H", "H", "H", "C", "C", "N", "H", "H", "H", "C", "C", "N", "H", "H", "H", "C", "C", "N", "H", "H", "H", "C", "C", "N", "H", "H", "H", "C", "C", "N", "H", "H", "H"], "coordinates": [[9.51949, -10.93919, 9.66261], [8.60543, -10.47804, 8.66883], [7.89987, -10.06756, 7.89049], [10.26941, -10.17366, 9.86182], [9.99201, -11.89555, 9.43859], [8.97216, -11.20609, 10.56665], [10.86429, -10.59472, 1.99322], [11.58823, -9.39942, 1.70615], [12.19058, -8.40771, 1.63552], [9.92934, -10.71913, 1.44688], [10.75506, -10.64641, 3.07650], [11.57375, -11.36140, 1.68183], [12.68194, -0.48689, -1.57050], [13.36685, -1.02779, -2.73172], [13.88017, -1.37221, -3.68223], [13.23647, -0.85547, -0.70752], [11.64769, -0.81110, -1.45504], [12.78351, 0.58886, -1.42720], [-1.10685, -3.27046, 1.03079], [0.18366, -2.87857, 1.54122], [1.27191, -2.56643, 1.86925], [-1.46164, -3.97441, 1.78356], [-1.08886, -3.83348, 0.09763], [-1.84378, -2.47328, 0.93313], [5.71217, 0.26483, 6.20884], [6.77776, 0.49733, 7.16538], [7.62130, 0.75074, 7.95266], [4.76420, 0.48565, 6.69943], [5.75696, -0.74849, 5.80974], [5.96126, 0.90255, 5.36068], [4.92840, 0.31546, -1.96364], [6.17246, 0.92431, -2.66725], [7.12626, 1.31787, -3.17810], [5.05697, -0.50806, -1.26123], [4.20420, -0.07918, -2.67631], [4.44945, 1.17913, -1.50235], [7.73722, -2.94312, -7.09783], [6.83179, -3.54353, -8.14890], [6.12432, -3.98581, -8.96069], [7.69707, -3.51800, -6.17263], [7.44361, -1.89943, -6.98555], [8.76264, -2.95375, -7.46727], [7.95308, -5.14443, 2.44929], [8.07207, -4.79132, 0.98746], [8.08447, -4.52569, -0.12392], [7.99643, -6.22857, 2.55348], [6.96401, -4.85572, 2.80492], [8.74952, -4.52056, 2.85499], [11.67562, -8.37571, -3.86229], [11.64962, -9.75793, -3.56409], [11.53594, -10.86470, -3.31952], [12.07264, -8.02619, -4.81535], [12.43581, -7.95620, -3.20333], [10.69980, -7.89031, -3.84620], [12.87967, -6.66885, 6.77779], [12.53669, -5.74343, 7.87130], [12.19869, -4.98850, 8.74929], [11.98386, -7.24671, 6.55038], [13.79666, -7.14717, 7.12194], [13.16460, -6.04018, 5.93418]], "forces_ev_per_angstrom": [[0.47, -0.78, 1.15], [1.12, -0.70, 0.94], [-1.65, 0.90, -1.83], [-0.03, -0.16, 0.13], [0.17, 0.22, -0.61], [-0.07, 0.53, 0.20], [0.45, -0.98, -0.04], [0.97, 3.06, 0.02], [-0.85, -1.52, -0.14], [0.11, 0.19, 0.15], [-0.33, -0.17, -0.10], [-0.36, -0.56, 0.10], [0.55, -0.22, 1.24], [-1.22, 1.16, 0.97], [0.89, -0.75, -1.38], [-0.14, -0.32, 0.20], [0.11, 0.07, -0.33], [-0.20, 0.05, -0.72], [-0.85, -0.85, 0.48], [3.91, 1.52, 0.21], [-3.36, -0.98, -0.78], [-0.48, -0.05, -0.03], [0.46, 0.20, -0.03], [0.34, 0.17, 0.15], [0.56, -0.05, -0.28], [3.01, 0.76, 3.02], [-2.73, -0.89, -2.61], [-0.05, 0.00, -0.44], [-0.19, -0.09, 0.33], [-0.60, 0.26, -0.02], [0.68, 1.30, -1.13], [-1.23, -1.72, 0.95], [-0.51, -0.01, 0.22], [0.84, 0.41, 0.06], [0.30, 0.24, -0.43], [-0.07, -0.25, 0.33], [-0.59, -0.42, -1.30], [-0.37, -0.33, -0.35], [1.25, 0.77, 1.43], [-0.20, 0.21, -0.07], [-0.02, -0.14, 0.35], [-0.06, -0.08, -0.04], [-0.07, 0.66, -1.98], [-0.87, -0.75, 1.45], [0.21, 0.21, -0.58], [0.65, 0.20, 0.22], [0.17, 0.32, 0.00], [-0.09, -0.65, 0.88], [0.86, 2.10, -0.39], [-0.51, -0.40, -0.75], [0.08, -1.07, 0.37], [0.07, -1.01, -0.47], [-0.56, 0.53, 0.54], [0.05, -0.14, 0.74], [0.23, 1.43, 0.69], [-2.07, 3.85, 4.31], [1.83, -3.89, -4.45], [0.53, -0.44, -0.03], [-0.37, -0.79, -0.32], [-0.15, -0.17, -0.21]], "largest_force_ev_per_a": 6.2, "orbital_gap_ev": 11.498, "total_charge": 0}

{"formula": "C52H63N3O3P", "method": "the ωB97M-V functional and the def2-TZVPD basis", "symbols": ["C", "C", "C", "C", "C", "C", "C", "O", "N", "C", "N", "C", "C", "P", "N", "O", "O", "H", "H", "H", "H", "H", "H", "H", "H", "H", "H", "H", "H", "H", "H", "H", "H", "H", "H", "H", "H", "H", "C", "C", "C", "C", "C", "C", "H", "H", "H", "H", "H", "H", "C", "C", "C", "C", "C", "C", "H", "H", "H", "H", "H", "H", "C", "C", "C", "C", "C", "C", "H", "H", "H", "H", "H", "H", "C", "C", "C", "C", "C", "C", "H", "H", "H", "H", "H", "H", "C", "C", "C", "C", "C", "C", "H", "H", "H", "H", "H", "H", "C", "C", "C", "C", "C", "C", "H", "H", "H", "H", "H", "H", "C", "C", "C", "C", "C", "C", "H", "H", "H", "H", "H", "H"], "coordinates": [[2.21135, 1.72064, -1.53712], [2.25442, 0.94967, -0.09340], [0.87733, 1.32849, 0.73970], [2.56882, -0.65380, -0.15643], [2.37617, -1.35777, -1.62112], [3.17226, -2.82634, -1.52576], [0.79740, -1.75729, -1.97040], [-0.10753, -0.58615, -1.84347], [-1.37043, -0.97072, -2.13277], [-1.95119, -0.83378, -3.52561], [-3.38640, -1.37089, -3.48570], [-3.70340, -1.84539, -2.07113], [-2.36241, -1.56069, -1.12882], [-2.14632, -1.88826, 0.76396], [-3.17118, -3.02029, 1.32054], [-2.51231, -0.37305, 1.60529], [-0.52770, -2.39831, 1.15178], [1.12821, 1.71510, -2.02003], [3.04583, 1.36594, -2.30565], [2.46338, 2.86398, -1.31811], [3.14555, 1.44159, 0.52846], [0.17824, 2.07052, 0.13050], [0.26085, 0.34514, 1.01591], [1.17030, 1.83832, 1.77445], [3.63529, -0.91952, 0.26668], [1.79502, -1.17743, 0.58499], [2.87754, -0.79897, -2.51942], [3.34141, -3.30925, -2.58230], [2.69037, -3.55606, -0.74852], [4.24647, -2.54705, -1.09166], [0.74158, -2.19249, -3.07781], [0.41092, -2.64259, -1.27762], [-1.45495, -0.38650, -4.51167], [-3.96572, -1.35086, -4.35371], [-4.74186, -2.31966, -1.76164], [-2.54137, -3.75821, 1.72856], [-2.08465, 0.40277, 1.12281], [-0.22983, -1.89652, 1.98949], [-8.09719, -5.14551, 2.48974], [-7.60699, -6.41136, 2.80927], [-6.25290, -6.69882, 2.64010], [-5.38639, -5.71628, 2.16023], [-5.87599, -4.44926, 1.84426], [-7.23181, -4.16469, 2.00465], [-9.15318, -4.92291, 2.61848], [-8.28102, -7.17480, 3.18969], [-5.87247, -7.68730, 2.88281], [-4.33022, -5.93861, 2.03296], [-5.20028, -3.68319, 1.47185], [-7.61386, -3.17920, 1.75317], [0.08023, 6.93009, 0.89435], [0.55046, 6.49684, 2.13368], [1.61372, 5.59699, 2.20129], [2.21375, 5.13762, 1.02849], [1.74591, 5.57383, -0.21075], [0.67657, 6.46650, -0.27855], [-0.75066, 7.62874, 0.84198], [0.08731, 6.86016, 3.04767], [1.97550, 5.25441, 3.16693], [3.04555, 4.44015, 1.08110], [2.21469, 5.21700, -1.12457], [0.30879, 6.80184, -1.24430], [-1.63955, 8.44687, -4.56006], [-2.78778, 7.99509, -5.20984], [-2.99963, 6.62764, -5.38309], [-2.06701, 5.71074, -4.89725], [-0.92060, 6.16248, -4.24413], [-0.70424, 7.53029, -4.07913], [-1.47313, 9.51279, -4.42826], [-3.51780, 8.70939, -5.58230], [-3.89112, 6.27617, -5.89536], [-2.23432, 4.64488, -5.02784], [-0.19471, 5.44775, -3.86415], [0.19168, 7.88203, -3.57515], [2.86045, 11.90904, -4.89250], [1.71222, 11.45725, -5.54228], [1.50037, 10.08980, -5.71552], [2.43299, 9.17290, -5.22968], [3.57940, 9.62464, -4.57657], [3.79576, 10.99246, -4.41156], [3.02687, 12.97495, -4.76069], [0.98220, 12.17155, -5.91474], [0.60888, 9.73833, -6.22779], [2.26568, 8.10704, -5.36027], [4.30529, 8.90991, -4.19658], [4.69168, 11.34419, -3.90758], [-0.94662, -7.90451, 2.67023], [-0.42045, -8.61444, 1.59139], [0.16877, -7.93220, 0.52735], [0.24069, -6.53902, 0.54689], [-0.28215, -5.82930, 1.62756], [-0.87971, -6.51114, 2.68726], [-1.40881, -8.43639, 3.49771], [-0.47038, -9.70037, 1.57946], [0.57265, -8.48532, -0.31624], [0.70422, -6.00741, -0.27994], [-0.22456, -4.74368, 1.64338], [-1.29185, -5.95763, 3.52640], [7.71035, 0.29430, 1.63511], [7.82430, 1.66474, 1.86683], [7.26516, 2.57350, 0.96888], [6.58284, 2.11108, -0.15678], [6.46567, 0.74053, -0.38648], [7.03287, -0.16808, 0.50664], [8.14919, -0.41358, 2.33336], [8.35006, 2.02486, 2.74761], [7.35992, 3.64135, 1.14619], [6.14281, 2.81906, -0.85410], [5.93249, 0.38032, -1.26290], [6.94615, -1.23564, 0.32446], [-3.81977, -8.61907, 6.91743], [-3.34954, -9.05232, 8.15676], [-2.28628, -9.95217, 8.22437], [-1.68625, -10.41154, 7.05157], [-2.15409, -9.97533, 5.81233], [-3.22343, -9.08266, 5.74452], [-4.65066, -7.92042, 6.86506], [-3.81269, -8.68900, 9.07075], [-1.92450, -10.29475, 9.19001], [-0.85445, -11.10901, 7.10418], [-1.68531, -10.33216, 4.89851], [-3.59121, -8.74732, 4.77878]], "forces_ev_per_angstrom": [[0.42, 1.01, 0.13], [0.43, 0.85, 0.33], [0.00, -0.10, 0.54], [-0.98, -0.28, 0.23], [-0.11, -1.72, 0.40], [0.86, 0.96, 0.21], [1.77, -1.94, -0.46], [0.04, -0.87, -0.18], [-5.25, -0.84, -2.91], [-2.39, -1.73, 3.33], [4.97, 0.76, 4.37], [4.12, 1.60, 0.08], [-2.32, 0.47, -5.72], [-1.16, -1.36, 3.82], [2.96, 2.10, -1.53], [2.00, -1.91, -3.41], [-1.97, 2.82, 0.21], [2.37, -0.25, 0.91], [-1.92, 0.61, 1.66], [-0.64, -2.44, -0.47], [-1.88, -1.11, -1.45], [1.53, -1.55, 1.31], [1.28, 2.03, -0.70], [-0.77, -1.03, -2.30], [-2.06, 0.75, -1.06], [1.69, 0.92, -1.61], [-1.21, -0.81, 1.88], [-0.55, 0.80, 2.15], [0.73, 1.35, -1.64], [-2.27, -0.73, -1.04], [0.05, 1.21, 2.18], [0.84, 2.13, -1.13], [-1.01, -1.13, 2.70], [0.45, -0.19, 1.32], [2.54, 1.16, -0.76], [-0.87, 0.68, -0.52], [-0.66, -1.12, 0.84], [-0.65, -0.91, -1.75], [0.14, 0.00, -0.03], [0.08, 0.10, -0.06], [-0.01, 0.19, -0.03], [-0.25, 0.03, 0.03], [-0.20, 0.02, -0.07], [0.03, -0.32, 0.08], [0.15, -0.05, -0.01], [0.11, 0.12, -0.07], [-0.06, 0.12, -0.02], [-0.10, 0.01, 0.00], [-0.20, -0.26, 0.16], [0.04, -0.11, 0.06], [0.13, -0.12, -0.01], [0.04, -0.07, -0.13], [-0.05, 0.03, -0.17], [-0.17, 0.08, 0.00], [-0.10, 0.03, 0.16], [0.05, -0.06, 0.15], [0.13, -0.10, 0.00], [0.08, -0.06, -0.15], [-0.03, 0.07, -0.13], [-0.07, 0.09, 0.00], [-0.05, 0.09, 0.11], [0.04, -0.02, 0.13], [-0.03, -0.18, -0.01], [0.11, -0.10, 0.04], [0.16, 0.01, 0.10], [0.01, 0.24, 0.02], [-0.12, 0.11, -0.06], [-0.16, -0.08, -0.05], [-0.01, -0.16, -0.01], [0.12, -0.12, 0.05], [0.12, 0.06, 0.07], [0.02, 0.13, 0.00], [-0.08, 0.10, -0.05], [-0.11, 0.00, -0.09], [0.00, -0.19, 0.00], [0.10, -0.11, 0.05], [0.14, 0.05, 0.10], [0.03, 0.20, 0.03], [-0.11, 0.09, -0.05], [-0.18, -0.04, -0.08], [-0.02, -0.16, -0.02], [0.12, -0.11, 0.04], [0.12, 0.03, 0.07], [0.02, 0.14, -0.01], [-0.10, 0.12, -0.07], [-0.13, -0.05, -0.07], [0.04, 0.08, -0.13], [-0.01, 0.18, 0.00], [-0.04, 0.13, 0.11], [-0.11, -0.14, 0.14], [-0.04, -0.15, 0.00], [0.05, -0.11, -0.15], [0.09, 0.12, -0.12], [0.00, 0.18, 0.00], [-0.05, 0.07, 0.13], [-0.04, -0.07, 0.09], [0.03, -0.19, -0.01], [0.06, -0.09, -0.06], [-0.09, 0.09, -0.11], [-0.07, -0.06, -0.13], [-0.05, -0.18, -0.04], [0.04, -0.09, 0.14], [0.04, 0.05, 0.17], [-0.02, 0.19, 0.06], [-0.06, 0.11, -0.11], [-0.07, -0.06, -0.15], [-0.01, -0.15, -0.03], [0.08, -0.09, 0.08], [0.09, 0.05, 0.08], [0.03, 0.12, 0.02], [0.13, -0.09, -0.01], [0.06, -0.06, -0.14], [-0.04, 0.06, -0.20], [-0.13, 0.11, 0.01], [-0.08, 0.07, 0.16], [0.09, -0.05, 0.21], [0.12, -0.10, 0.01], [0.07, -0.07, -0.15], [-0.05, 0.05, -0.14], [-0.13, 0.10, -0.01], [-0.07, 0.00, 0.14], [0.02, -0.03, 0.10]], "largest_force_ev_per_a": 6.7, "orbital_gap_ev": 6.134, "total_charge": 1}